<one>
Density functional theory data (ωB97M-V/def2-TZVPD) for a 6-piece molecular cluster, C54H114N6O6 overall.

Geometry as XYZ:
```
180
Properties=species:S:1:pos:R:3:mulliken_charge:R:1
C 1.2706 -0.7529 4.5132 -1.9219
C 0.4468 -0.3903 3.2471 2.3197
C -0.7539 -1.3370 3.2179 -1.9677
C 0.0688 1.0682 3.3932 -1.8554
C -0.4518 1.6622 2.0670 0.6543
C 0.6804 1.6116 1.0701 -0.8316
C 1.2262 0.2098 0.8212 2.2597
C 0.2456 -0.5140 -0.1219 -1.2185
C 2.5829 0.2887 0.1436 -1.8416
N 1.3463 -0.4968 2.1053 0.3455
O 1.8319 -1.8043 1.9282 -0.4186
H 2.1034 -1.4215 4.3008 0.3337
H 1.6614 0.0936 5.0792 0.3968
H 0.6335 -1.2896 5.2257 0.3831
H -1.2379 -1.2814 2.2313 0.2401
H -0.5128 -2.3936 3.3422 0.5912
H -1.4989 -1.0514 3.9599 0.2623
H -0.8094 1.1441 4.0487 0.1807
H 0.8616 1.6501 3.8536 0.5030
H -1.2826 1.0486 1.7000 -0.9708
H -0.8701 2.6245 2.3629 0.6202
H 1.5022 2.2608 1.4024 0.6682
H 0.3970 2.1050 0.1299 -0.1992
H 0.3183 0.0017 -1.0866 0.1846
H -0.8067 -0.4476 0.1571 -0.2199
H 0.5274 -1.5495 -0.3223 0.5218
H 3.1892 1.1335 0.4759 0.6170
H 2.4133 0.5081 -0.9147 -0.1668
H 3.1154 -0.6522 0.2548 0.1723
H 1.0785 -2.3590 1.6716 0.3325
C -3.3118 0.8896 -1.4146 -2.0249
C -3.5068 2.2827 -1.9973 2.7438
C -4.5612 3.0636 -1.2014 -1.6331
C -2.1335 2.9596 -1.9589 -0.8545
C -1.8591 4.1029 -2.9198 -0.9839
C -2.2068 3.5632 -4.3003 -1.4301
C -3.6806 3.1552 -4.4021 1.7889
C -4.5755 4.4037 -4.2511 -1.9931
C -3.8544 2.6265 -5.8277 -2.1905
N -3.9159 2.1423 -3.3976 0.4489
O -5.1475 1.4750 -3.5283 -0.5587
H -4.2396 0.3628 -1.1921 0.4513
H -2.7841 0.2474 -2.1273 0.5042
H -2.6598 0.9116 -0.5374 -0.1072
H -5.3737 2.4540 -0.8016 0.3317
H -4.0927 3.5991 -0.3682 0.3089
H -5.0879 3.8347 -1.7632 0.3287
H -2.0212 3.3070 -0.9192 0.4294
H -1.2988 2.2504 -1.9864 0.0775
H -2.4124 5.0174 -2.7087 0.3979
H -0.7998 4.3750 -2.9227 0.1337
H -1.5921 2.6716 -4.4749 0.3521
H -1.9665 4.2403 -5.1237 0.5594
H -4.4143 5.0549 -5.1205 0.4525
H -4.3464 5.0074 -3.3798 0.4150
H -5.6332 4.1438 -4.3138 0.3583
H -3.2513 1.7275 -5.9850 0.3914
H -3.6021 3.3804 -6.5683 0.4619
H -4.8910 2.3252 -6.0149 0.4684
H -4.9750 0.7194 -4.0992 0.3564
C 4.2176 1.2060 -5.8109 -1.8900
C 3.3800 1.0010 -4.5206 1.3265
C 2.3058 -0.0206 -4.8434 -1.8047
C 4.3105 0.3351 -3.5007 -1.1526
C 5.3300 1.2827 -2.8946 0.1990
C 4.6322 2.4579 -2.2552 -0.7562
C 3.6224 3.1611 -3.1815 1.4014
C 2.6428 3.9171 -2.2830 -2.1430
C 4.3041 4.1609 -4.1361 -1.7776
N 2.8215 2.1751 -3.9045 1.4620
O 1.8523 2.7514 -4.7689 -0.6610
H 3.6435 1.7721 -6.5494 0.3704
H 5.1941 1.6523 -5.6412 0.3290
H 4.3883 0.2355 -6.2808 0.4696
H 1.4231 0.3992 -5.3387 0.4188
H 2.6436 -0.8923 -5.3965 0.3759
H 1.7990 -0.3923 -3.9373 0.2641
H 3.6879 -0.0723 -2.6934 0.1301
H 4.8099 -0.5505 -3.9004 0.5240
H 5.9894 0.7182 -2.2332 -0.2843
H 5.9715 1.6838 -3.6897 0.3474
H 5.3002 3.2375 -1.8823 0.5628
H 4.0717 2.1365 -1.3723 -0.0920
H 1.8284 4.3563 -2.8617 0.5290
H 3.0782 4.6826 -1.6398 0.4140
H 2.1744 3.1935 -1.6048 0.3373
H 4.8518 3.6460 -4.9200 0.2971
H 4.9237 4.8830 -3.6023 0.4096
H 3.5152 4.7610 -4.5964 0.3505
H 1.0763 2.8500 -4.2098 0.2464
C -4.2088 1.6256 3.1967 -1.9122
C -4.2219 2.6038 4.3786 2.1017
C -3.0005 3.5003 4.2470 -1.5632
C -5.4975 3.4226 4.2282 -1.2632
C -5.7530 4.2264 5.5001 -0.7069
C -5.8833 3.3142 6.7066 -1.1523
C -4.6471 2.4014 6.8763 1.5421
C -3.5477 3.1577 7.6158 -1.6047
C -5.1238 1.2794 7.8131 -2.0174
N -4.3366 1.7822 5.5923 0.1171
O -3.0863 1.0839 5.7185 -0.4189
H -3.2699 1.0926 3.0564 -0.0456
H -5.0128 0.8892 3.3087 0.5242
H -4.5147 2.1370 2.2779 0.3900
H -3.0306 3.9145 3.2388 0.4155
H -3.0537 4.3745 4.9048 0.3734
H -2.0701 3.0053 4.5133 0.2074
H -5.4146 4.1455 3.4139 0.4509
H -6.3834 2.8093 4.0480 0.3434
H -4.9682 4.9691 5.6682 0.3320
H -6.6812 4.8031 5.4155 0.4160
H -6.7333 2.6363 6.5684 0.4034
H -6.1103 3.9021 7.5952 0.4131
H -3.0936 3.9641 7.0402 0.2925
H -2.6957 2.4951 7.8208 0.3479
H -3.8859 3.4401 8.6105 0.4419
H -4.3130 0.5841 8.0551 0.4149
H -5.9314 0.6710 7.4034 0.4369
H -5.4787 1.7093 8.7524 0.4187
H -3.3659 0.1635 5.7022 0.3113
C 5.7020 -2.4863 0.3508 -2.2339
C 7.1739 -2.8579 0.3119 1.9077
C 7.9000 -2.3291 1.5575 -1.7642
C 7.2455 -4.4141 0.3576 -1.1692
C 8.4190 -5.1002 -0.3565 -0.7651
C 8.5167 -4.5270 -1.7502 -1.2739
C 8.7987 -3.0396 -1.7459 1.5502
C 10.2223 -2.7499 -1.2338 -1.8490
C 8.6646 -2.5223 -3.1767 -2.0939
N 7.8222 -2.3643 -0.9064 0.6666
O 8.0426 -0.9650 -0.8065 -0.5825
H 5.2597 -3.1412 1.1096 0.3985
H 5.4621 -1.4544 0.6180 0.4031
H 5.1299 -2.6567 -0.5658 0.4415
H 8.9866 -2.2940 1.4324 0.3935
H 7.6414 -1.2904 1.7750 0.3180
H 7.7318 -2.9310 2.4514 0.4250
H 7.3199 -4.7337 1.3964 0.3637
H 6.3217 -4.7734 -0.0992 0.4254
H 9.3465 -5.0859 0.2116 0.3724
H 8.1202 -6.1470 -0.4688 0.3785
H 7.6272 -4.7827 -2.3349 0.3871
H 9.3171 -4.9785 -2.3510 0.4797
H 10.9550 -3.0116 -2.0020 0.4572
H 10.4023 -3.2530 -0.2889 0.3529
H 10.3284 -1.6704 -1.1229 0.3647
H 9.3298 -3.0579 -3.8590 0.4133
H 8.8101 -1.4466 -3.2708 0.4243
H 7.6660 -2.7543 -3.5667 0.4090
H 7.4580 -0.6180 -1.4874 0.2589
C -2.6705 -3.3861 -1.0431 -2.2831
C -4.1153 -3.9201 -1.0981 2.2028
C -4.8132 -3.0441 -2.1891 -1.8601
C -4.1718 -5.3589 -1.6082 -1.1690
C -3.9775 -6.3953 -0.4981 -0.8323
C -4.8777 -6.1578 0.7057 -1.2745
C -4.8125 -4.6987 1.2399 1.7218
C -6.0796 -4.5589 2.0906 -2.0062
C -3.5506 -4.5147 2.0727 -1.6667
N -4.9445 -3.7958 0.0954 0.0828
O -4.8490 -2.4542 0.5954 -0.4135
H -2.3057 -3.1751 -2.0447 0.6412
H -2.6061 -2.4807 -0.4412 0.3566
H -2.0074 -4.1554 -0.6305 0.3726
H -4.1189 -2.6227 -2.9121 0.4086
H -5.6043 -3.6067 -2.6885 0.3969
H -5.3508 -2.1802 -1.7881 0.2403
H -4.9929 -5.5362 -2.2991 0.4284
H -3.2772 -5.5045 -2.2309 0.3223
H -4.1295 -7.3837 -0.9279 0.4002
H -2.9703 -6.2348 -0.1024 0.3438
H -4.5193 -6.7840 1.5290 0.4268
H -5.9171 -6.4525 0.5453 0.4818
H -6.9563 -4.6222 1.4406 0.5041
H -6.1178 -3.6502 2.6893 0.3376
H -6.2179 -5.4353 2.7319 0.4082
H -3.5372 -5.1347 2.9628 0.4939
H -3.4402 -3.4561 2.3492 0.3109
H -2.6454 -4.5742 1.4575 0.2921
H -5.7023 -2.0841 0.3499 0.2998
```

Calculated values
SMILES ... CC1(C)CCCC(C)(C)N1O.CC1(C)CCCC(C)(C)N1O.CC1(C)CCCC(C)(C)N1O.CC1(C)CCCC(C)(C)N1O.CC1(C)CCCC(C)(C)N1O.CC1(C)CCCC(C)(C)N1O
2S+1 ... 1
Lowest unoccupied orbital energy ... 0.4 eV
Molecular weight ... 943.54 g/mol

<two>
Density functional theory data (ωB97M-V/def2-TZVPD) for a 6-piece molecular cluster, C54H114N6O6 overall.

Geometry as XYZ:
```
180
Properties=species:S:1:pos:R:3:mulliken_charge:R:1
C -3.3638 -7.1055 -1.6009 -1.8064
C -2.9420 -5.6788 -2.1792 2.1653
C -3.2046 -4.7686 -1.0595 -2.0028
C -1.4033 -5.6300 -2.5331 -1.1859
C -0.8392 -4.4112 -3.3547 0.2961
C -1.8361 -4.2002 -4.5157 -1.8985
C -3.3535 -4.1604 -4.1616 1.9386
C -3.7295 -2.9024 -3.3844 -1.4629
C -4.0115 -4.2102 -5.5610 -2.0265
N -3.7575 -5.3942 -3.4124 0.1840
O -5.0815 -5.6283 -3.3226 -0.4794
H -4.0615 -7.0263 -0.7673 0.3905
H -3.8218 -7.8926 -2.1999 0.4206
H -2.4829 -7.5611 -1.1487 0.3904
H -2.8257 -5.1804 -0.1241 0.4233
H -2.8343 -3.7519 -1.1905 0.2227
H -4.2942 -4.7937 -1.0417 0.4163
H -0.8953 -5.3879 -1.5996 0.1134
H -1.0975 -6.6331 -2.8305 0.4490
H -0.8848 -3.5030 -2.7537 -0.5732
H 0.0672 -4.6888 -3.8926 0.5684
H -1.6670 -5.0387 -5.1914 0.5213
H -1.6202 -3.3914 -5.2136 0.4748
H -2.9041 -2.3718 -2.9098 0.0636
H -4.5789 -2.9741 -2.7051 0.4039
H -4.0795 -2.0318 -3.9391 0.4130
H -3.6616 -3.5540 -6.3579 0.4025
H -5.0110 -3.8617 -5.3009 0.4456
H -3.9999 -5.1795 -6.0593 0.4197
H -5.3022 -6.5431 -3.5123 0.3434
C -1.5820 5.8211 0.1416 -2.2515
C -2.1013 5.0594 1.2860 2.1982
C -1.5250 3.5726 1.1347 -2.3683
C -1.6831 5.7324 2.5579 -0.4425
C -2.4312 6.9657 2.9151 -1.1112
C -3.8624 6.7065 3.0478 -1.3344
C -4.5544 5.9449 1.8087 1.7831
C -5.8625 5.2950 2.2000 -2.0561
C -4.9116 6.9233 0.7720 -1.7289
N -3.5954 4.8933 1.3335 0.2627
O -4.0957 4.2902 0.2563 -0.4754
H -0.4979 5.8293 0.0282 0.4324
H -2.0020 5.4138 -0.7780 0.4260
H -1.9452 6.8481 0.1794 0.4546
H -1.6407 2.9884 2.0477 0.3433
H -2.0338 3.0048 0.3557 0.7093
H -0.4892 3.7091 0.8239 0.3838
H -1.7099 5.0379 3.3975 0.3843
H -0.7233 6.2366 2.4457 0.0674
H -2.1156 7.2572 3.9168 0.4002
H -2.3564 7.9388 2.4295 0.3682
H -4.3466 7.6736 3.1835 0.4474
H -4.0658 6.2035 3.9932 0.3407
H -5.6189 4.4385 2.8287 0.4559
H -6.3651 4.9095 1.3129 0.3883
H -6.5467 5.9417 2.7493 0.3894
H -5.3693 6.6065 -0.1652 0.2819
H -4.0126 7.4962 0.5443 0.4069
H -5.5866 7.6763 1.1786 0.4545
H -4.2339 3.4539 0.7069 0.3947
C 3.8608 -2.3745 0.0642 -1.9569
C 2.4029 -1.8512 0.0834 1.8999
C 1.4340 -3.0412 -0.0921 -2.1686
C 2.2247 -1.2417 1.5263 -1.5702
C 0.9232 -0.3447 1.6314 -0.7782
C 0.9940 0.6652 0.4395 -1.2129
C 1.2094 0.1241 -0.9800 2.2651
C -0.1372 -0.3720 -1.6015 -1.7853
C 1.5190 1.4061 -1.8278 -2.2172
N 2.3175 -0.8582 -1.0208 0.5166
O 2.6928 -1.2433 -2.2930 -0.4168
H 4.1255 -2.8306 -0.8897 0.4152
H 4.4643 -1.4748 0.1843 0.5224
H 4.1293 -2.9949 0.9193 0.3375
H 0.3807 -2.7840 0.0196 0.2044
H 1.2735 -3.3191 -1.1338 0.5753
H 1.8199 -3.9705 0.3268 0.5372
H 2.3252 -1.9711 2.3300 0.3752
H 3.0775 -0.6136 1.7839 0.5147
H 0.0056 -0.9220 1.5179 0.2133
H 0.8056 0.1197 2.6105 0.4072
H 1.7059 1.4330 0.7425 0.6838
H 0.0548 1.2144 0.5053 -0.0700
H -0.5599 -1.2158 -1.0562 0.2044
H -0.0316 -0.7369 -2.6232 0.4370
H -0.7960 0.4957 -1.6366 0.4599
H 2.5614 1.6748 -1.6568 0.5367
H 0.8336 2.2281 -1.6216 0.3393
H 1.2539 1.2893 -2.8786 0.3456
H 3.5175 -0.7572 -2.3650 0.3331
C 2.1867 2.1016 5.8771 -2.0339
C 1.7787 3.4694 5.4581 1.8116
C 1.7720 3.5555 3.8973 -1.0939
C 0.3800 3.6942 5.9982 -1.3862
C -0.1191 5.1581 6.1229 0.2567
C 0.9462 5.9869 6.9325 -1.3745
C 2.2838 5.8833 6.2587 1.6022
C 2.3066 6.7388 4.9721 -1.3031
C 3.2978 6.5099 7.2157 -2.1893
N 2.6286 4.4674 6.1176 0.1622
O 3.9716 4.4031 5.6765 -0.4805
H 3.1814 1.9030 5.4780 0.4429
H 2.1700 1.8468 6.9367 0.4537
H 1.5851 1.3816 5.3223 0.3754
H 2.7878 3.5273 3.5029 0.3964
H 1.2126 2.6807 3.5658 0.1846
H 1.1965 4.4190 3.5637 0.0806
H -0.3779 3.3464 5.2963 0.2983
H 0.2325 3.1178 6.9115 0.4031
H -0.3500 5.5432 5.1297 -0.5083
H -1.0406 5.1657 6.7049 0.5452
H 0.8612 5.5263 7.9168 0.3508
H 0.6448 7.0316 7.0090 0.4930
H 3.2886 6.5980 4.5204 0.3629
H 2.1085 7.8104 4.9932 0.3748
H 1.6147 6.2795 4.2661 0.0714
H 4.2909 6.5047 6.7664 0.4935
H 3.4835 6.0263 8.1748 0.3870
H 3.0229 7.5478 7.4033 0.4292
H 4.3432 4.2129 6.5409 0.3932
C -1.5210 -4.4216 5.1755 -1.7803
C -0.8093 -5.2308 4.0633 2.3289
C -1.7152 -5.0936 2.8458 -2.0148
C 0.5229 -4.5202 3.8572 -1.3215
C 1.6202 -5.2758 3.2381 -0.3411
C 1.7834 -6.7159 3.9621 -1.4653
C 0.4068 -7.4660 3.8527 1.1169
C 0.1261 -8.0503 2.4511 -1.4711
C 0.6104 -8.7042 4.7888 -1.8391
N -0.5811 -6.6767 4.4745 0.1917
O -1.7939 -7.3906 4.7070 -0.4661
H -1.2260 -4.5776 6.2131 0.3900
H -1.3214 -3.3733 4.9532 0.3866
H -2.5783 -4.6110 4.9898 0.3830
H -1.8129 -4.0769 2.4651 0.5037
H -1.3990 -5.5837 1.9249 0.1533
H -2.7648 -5.3696 2.9464 0.4177
H 0.4147 -3.6262 3.2430 0.2653
H 0.8532 -3.9898 4.7503 0.4798
H 1.4689 -5.3795 2.1636 -0.0201
H 2.5778 -4.7603 3.1648 0.5449
H 2.2227 -6.7199 4.9597 0.3365
H 2.4836 -7.2966 3.3618 0.5360
H 1.0778 -8.3308 1.9997 0.3710
H -0.1817 -7.2258 1.8081 0.2511
H -0.6678 -8.7966 2.4778 0.4390
H -0.2032 -9.4291 4.7617 0.3279
H 0.7403 -8.4657 5.8445 0.4508
H 1.4499 -9.2755 4.3927 0.4430
H -1.9368 -7.8300 3.8655 0.3634
C 0.9843 2.4827 -5.9354 -1.8086
C 2.3091 2.1806 -6.7201 1.5818
C 3.2832 3.4354 -6.6107 -1.6724
C 2.9307 0.8546 -6.0145 -1.2533
C 4.0625 0.1670 -6.8557 -0.8821
C 3.5378 -0.1012 -8.2703 -1.2650
C 2.9097 1.0866 -9.0353 1.7370
C 4.0119 2.0578 -9.5253 -1.6803
C 2.1806 0.5401 -10.3168 -1.7366
N 1.9508 1.7137 -8.1008 0.1164
O 1.3180 2.7862 -8.7766 -0.4925
H 1.0747 2.6384 -4.8604 0.3784
H 0.3655 3.3195 -6.2596 0.3831
H 0.3689 1.5910 -5.8165 0.4903
H 4.2716 3.0379 -6.3803 0.3729
H 3.2981 4.0865 -7.4847 0.3103
H 2.9787 4.0125 -5.7375 0.4232
H 3.2601 1.0772 -4.9996 0.4471
H 2.1763 0.0679 -6.0096 0.4012
H 5.0444 0.6356 -6.9212 0.4098
H 4.2671 -0.8085 -6.4146 0.4181
H 2.9878 -1.0392 -8.3455 0.4171
H 4.4915 -0.4981 -8.6184 0.2952
H 3.5569 2.7836 -10.1993 0.3557
H 4.7055 1.3907 -10.0372 0.4473
H 4.4778 2.7202 -8.7957 0.3288
H 1.4852 1.2398 -10.7804 0.4135
H 1.6529 -0.3859 -10.0882 0.3832
H 2.9561 0.2319 -11.0180 0.3840
H 0.5218 2.3749 -9.1206 0.3528
```

Calculated values
SMILES ... CC1(C)CCCC(C)(C)N1O.CC1(C)CCCC(C)(C)N1O.CC1(C)CCCC(C)(C)N1O.CC1(C)CCCC(C)(C)N1O.CC1(C)CCCC(C)(C)N1O.CC1(C)CCCC(C)(C)N1O
2S+1 ... 1
Lowest unoccupied orbital energy ... 0.4 eV
Molecular weight ... 943.54 g/mol

Bottom line: <one>, by a margin of 548.1 kJ/mol.